No. 1
The following is a DFT calculation (ωB97M-V/def2-TZVPD) of a molecular structure, C20H28Br2FeN4O9P2S.

## Properties
Energy relative to the best compared isomer or geometry (same formula, charge and spin)   13.5 kcal per mole
Calculated total energy   -9168.0137 Ha
HOMO-LUMO gap (alpha / beta)   7.1 / 7.1 eV

CARTESIAN COORDINATES (ANGSTROEM)
Fe (-0.295, -0.443, -0.428)
N (0.392, 1.502, 4.258)
C (0.351, 1.824, 2.772)
C (0.694, 3.287, 2.533)
P (1.568, 0.632, 2.041)
O (2.923, 1.515, 2.205)
O (1.595, -0.504, 3.013)
O (1.312, 0.435, 0.581)
P (-1.401, 1.348, 2.302)
O (-2.000, 2.825, 2.019)
O (-1.952, 0.792, 3.579)
O (-1.426, 0.560, 1.044)
H (0.971, 0.643, 4.343)
H (-0.602, 1.247, 4.494)
H (0.754, 2.267, 4.819)
H (1.694, 3.513, 2.905)
H (-0.042, 3.944, 2.996)
H (0.687, 3.493, 1.464)
H (3.695, 0.940, 2.268)
H (-2.929, 2.782, 1.759)
Br (-2.988, -3.034, -3.816)
C (-2.398, -1.241, -3.821)
C (-2.627, -0.449, -4.953)
C (-2.239, 0.863, -4.998)
Br (-2.589, 1.886, -6.559)
C (-1.582, 1.452, -3.893)
C (-1.163, 2.798, -3.796)
C (-0.554, 3.241, -2.654)
C (-0.322, 2.338, -1.602)
N (-0.680, 1.080, -1.674)
C (-1.333, 0.629, -2.777)
C (-1.759, -0.746, -2.687)
O (-1.544, -1.392, -1.604)
H (-3.130, -0.890, -5.803)
H (-1.337, 3.468, -4.627)
H (-0.241, 4.271, -2.552)
H (0.176, 2.644, -0.690)
O (1.177, -0.982, -1.898)
S (2.660, -0.733, -1.832)
C (3.192, -1.018, -3.552)
C (3.893, 0.243, -4.036)
C (3.086, 1.400, -3.451)
C (2.927, 1.066, -1.973)
H (2.245, -1.174, -4.072)
H (3.787, -1.927, -3.607)
H (3.951, 0.268, -5.124)
H (4.917, 0.281, -3.653)
H (2.104, 1.456, -3.927)
H (3.580, 2.361, -3.591)
H (2.077, 1.520, -1.475)
H (3.824, 1.293, -1.394)
N (-0.120, -2.002, 0.745)
C (-0.308, -2.735, 1.613)
N (-0.506, -3.606, 2.589)
C (-1.666, -4.503, 2.453)
C (-2.897, -3.845, 3.053)
O (-2.654, -3.475, 4.394)
C (-1.608, -2.513, 4.475)
C (-0.305, -3.096, 3.956)
H (-1.432, -5.425, 2.989)
H (-1.813, -4.733, 1.399)
H (-3.739, -4.537, 3.061)
H (-3.170, -2.961, 2.463)
H (-1.515, -2.237, 5.524)
H (-1.866, -1.618, 3.908)
H (0.013, -3.940, 4.574)
H (0.488, -2.349, 3.928)

Forces on the atoms, in the same order (eV/Å):
Fe 0.50 0.35 0.07
N 0.14 0.02 0.06
C 0.02 -0.06 0.03
C 0.02 0.03 -0.01
P -0.09 0.04 0.02
O 0.02 -0.07 -0.08
O 0.10 -0.05 0.00
O 0.01 0.22 -0.10
P 0.04 0.06 -0.15
O -0.06 -0.06 0.03
O -0.08 -0.02 0.00
O -0.24 -0.26 -0.12
H -0.03 0.06 0.01
H -0.06 -0.01 -0.01
H 0.03 -0.01 -0.01
H 0.00 0.00 0.00
H 0.01 0.00 0.00
H -0.02 0.00 0.01
H -0.01 0.00 0.05
H 0.03 0.00 -0.04
Br 0.00 0.00 0.00
C -0.04 0.01 -0.07
C 0.01 -0.02 0.02
C 0.02 0.02 0.01
Br 0.00 0.00 0.00
C -0.03 -0.01 -0.02
C 0.02 0.01 0.00
C 0.00 0.00 -0.01
C -0.02 -0.01 0.01
N 0.03 -0.03 0.00
C 0.02 0.04 0.02
C 0.00 0.02 0.05
O -0.12 0.02 0.09
H 0.00 0.00 0.00
H -0.01 0.00 0.00
H 0.00 0.01 0.00
H 0.00 -0.01 0.00
O -0.30 -0.13 0.01
S 0.05 0.05 0.13
C 0.00 -0.01 -0.02
C 0.01 0.03 0.03
C 0.02 -0.01 0.01
C 0.00 -0.04 -0.03
H 0.00 -0.03 -0.01
H 0.03 0.01 0.02
H -0.03 0.00 0.00
H 0.01 -0.01 -0.02
H 0.00 -0.02 0.00
H -0.02 0.01 0.00
H 0.03 0.01 0.03
H 0.04 -0.02 -0.03
N -0.07 -0.34 0.30
C -0.02 0.16 -0.37
N 0.10 -0.01 -0.03
C -0.03 0.02 -0.04
C -0.01 -0.01 -0.08
O 0.06 0.08 0.14
C 0.08 -0.14 0.06
C 0.04 -0.04 0.11
H 0.01 0.02 0.00
H 0.01 -0.01 0.00
H 0.00 -0.01 -0.02
H 0.00 0.00 -0.02
H 0.00 -0.02 0.05
H -0.10 0.14 -0.11
H -0.03 0.01 -0.02
H -0.03 0.00 0.00

***

No. 2
The following is a DFT calculation (ωB97M-V/def2-TZVPD) of a molecular structure, C20H28CaNO2S in a non-equilibrium geometry.

## Properties
Energy relative to the best compared isomer or geometry (same formula, charge and spin)   128.6 kcal per mole
Charge   -1
Calculated total energy   -2059.7684 Ha
HOMO-LUMO gap   4.3 eV

CARTESIAN COORDINATES (ANGSTROEM)
O (-0.745, 1.386, -3.583)
C (0.548, 1.670, -4.226)
C (0.068, 3.010, -4.779)
H (0.888, 0.936, -4.991)
H (1.177, 1.740, -3.372)
C (-1.356, 2.578, -4.194)
H (0.286, 3.170, -5.865)
H (0.505, 3.786, -4.103)
C (-2.289, 1.841, -5.163)
H (-1.665, 1.037, -5.636)
H (-2.673, 2.556, -5.902)
H (-3.095, 1.353, -4.585)
C (-1.980, 3.489, -3.071)
H (-1.222, 4.087, -2.542)
H (-2.554, 2.870, -2.322)
H (-2.622, 4.196, -3.617)
Ca (0.938, -1.821, -2.002)
C (0.971, 0.869, 0.734)
C (2.294, 0.364, 0.734)
C (2.931, 0.924, -0.416)
H (2.712, -0.235, 1.547)
C (1.973, 1.692, -1.138)
C (0.749, 1.616, -0.455)
H (-0.111, 2.129, -0.867)
H (0.379, 0.823, 1.631)
H (3.985, 0.919, -0.664)
H (2.119, 2.386, -1.967)
C (-1.289, -0.363, 0.732)
C (-1.813, 0.735, -0.008)
C (-2.294, 0.208, -1.230)
H (-1.913, 1.783, 0.274)
C (-2.119, -1.204, -1.204)
C (-1.564, -1.568, 0.054)
H (-1.471, -2.537, 0.545)
H (-0.779, -0.411, 1.680)
H (-2.802, 0.778, -1.997)
H (-2.516, -1.876, -1.942)
O (0.513, -2.207, -4.110)
C (-0.027, -1.510, -5.364)
C (0.504, -2.157, -6.693)
H (0.246, -0.499, -5.176)
H (-1.104, -1.516, -5.425)
C (1.517, -3.232, -6.209)
H (0.952, -1.411, -7.404)
H (-0.204, -2.644, -7.412)
C (1.437, -3.247, -4.681)
H (2.497, -2.918, -6.617)
H (1.405, -4.239, -6.678)
H (2.439, -3.021, -4.324)
H (1.141, -4.230, -4.285)
S (2.141, -4.067, -1.011)
C (1.639, -4.021, 0.564)
N (1.257, -3.997, 1.680)

Forces on the atoms, in the same order (eV/Å):
O 1.34 0.31 -0.45
C -1.25 -0.16 0.41
C -0.11 0.19 0.84
H -0.16 0.54 0.55
H 1.30 -0.14 -0.05
C 0.59 -1.26 0.75
H -0.65 0.17 0.94
H -0.40 -0.17 -1.06
C 0.16 0.86 -0.22
H -0.73 0.86 0.14
H -0.31 -0.41 -0.14
H 0.32 0.32 -0.34
C -0.11 -0.68 -1.14
H -0.09 -0.48 -0.20
H 0.57 0.66 -0.97
H -0.18 -0.08 0.47
Ca -0.93 1.82 2.94
C 1.11 0.45 -0.08
C -0.29 1.00 -0.58
C 0.32 -0.42 -0.42
H 0.07 0.26 -0.42
C 0.16 -0.45 0.16
C 0.74 0.38 0.16
H 0.00 -0.22 0.57
H -0.03 0.10 -0.44
H 0.06 -0.29 0.07
H 0.41 -0.34 0.21
C -1.56 -0.67 0.21
C -0.85 -1.17 -0.17
C 0.04 -0.25 0.97
H 0.38 -0.36 0.07
C 0.07 0.16 -0.67
C 0.82 0.57 0.02
H 0.12 0.10 -0.51
H -0.63 0.17 0.01
H 0.14 -0.16 -0.10
H -0.28 -0.31 -0.23
O 0.15 -1.08 -4.76
C -0.34 -0.60 -0.10
C 0.30 -0.19 -0.43
H 0.26 0.38 -0.45
H -0.42 -0.40 0.82
C 0.35 0.39 -1.15
H 0.06 -0.38 1.18
H -0.29 0.42 1.39
C 0.38 -0.41 0.72
H -0.16 -0.10 0.86
H -0.51 0.72 0.61
H 0.05 0.01 0.45
H -0.06 0.45 -0.09
S 0.39 -0.17 -1.11
C -1.25 0.26 3.04
N 0.90 -0.16 -2.30

***

No. 3
The following is a DFT calculation (ωB97M-V/def2-TZVPD) of a molecular structure, C20H28Cl2GdN2O2 in a non-equilibrium geometry.

## Properties
Expectation value of S²   16.4639
Energy relative to the best compared isomer or geometry (same formula, charge and spin)   0.1 kcal per mole
2S+1   8
Charge   -1
Calculated total energy   -2724.9316 Ha
HOMO-LUMO gap (alpha / beta)   3.0 / 3.7 eV

CARTESIAN COORDINATES (ANGSTROEM)
Gd (-0.630, -0.024, 1.412)
Cl (1.786, -0.023, 0.763)
N (-0.245, 2.357, 0.866)
N (-0.311, -2.418, 1.092)
C (-1.082, 3.039, 0.090)
C (-0.893, -3.035, 0.080)
C (0.893, 3.298, 1.124)
C (0.186, 4.639, 1.014)
C (1.934, 3.166, 0.023)
C (1.483, 3.044, 2.497)
H (1.515, 3.449, -0.955)
H (2.295, 2.130, -0.028)
H (2.780, 3.827, 0.257)
H (0.695, 3.149, 3.251)
H (2.277, 3.785, 2.667)
H (1.898, 2.027, 2.550)
C (0.632, -3.390, 1.727)
C (0.262, -4.707, 1.050)
C (0.368, -3.416, 3.221)
C (2.072, -3.060, 1.402)
H (2.221, -3.025, 0.315)
H (2.725, -3.838, 1.815)
H (2.358, -2.089, 1.822)
H (-0.678, -3.709, 3.390)
H (0.537, -2.426, 3.671)
H (1.035, -4.150, 3.693)
O (-0.588, -4.312, -0.081)
H (-0.320, -5.383, 1.693)
H (1.100, -5.263, 0.625)
O (-0.926, 4.354, 0.096)
H (0.749, 5.466, 0.568)
H (-0.247, 4.967, 1.965)
C (-2.070, 2.436, -0.848)
C (-1.866, -2.415, -0.870)
C (-1.313, -1.169, -1.522)
H (-2.763, -2.152, -0.273)
H (-2.168, -3.168, -1.609)
C (-1.351, 0.037, -0.865)
C (-1.436, 1.238, -1.518)
H (-0.172, -0.311, 4.008)
C (-0.896, 1.279, -2.823)
C (-0.566, 0.074, -3.453)
C (-0.711, 2.592, -3.504)
C (-0.792, -1.161, -2.834)
H (-0.179, 0.089, -4.481)
C (-0.563, -2.455, -3.543)
H (-0.176, -2.244, -4.543)
H (-1.500, -3.018, -3.646)
H (0.156, -3.107, -3.024)
H (-1.626, 3.192, -3.468)
H (-0.446, 2.413, -4.548)
H (0.091, 3.190, -3.049)
H (-2.402, 3.197, -1.567)
H (-2.936, 2.139, -0.228)
Cl (-0.192, 0.897, 4.532)

Forces on the atoms, in the same order (eV/Å):
Gd -1.45 0.26 2.05
Cl 1.82 0.04 -0.46
N -1.23 1.93 -2.28
N -0.75 -1.87 -2.27
C 1.98 -1.49 1.89
C 1.20 1.50 2.26
C -0.48 -0.19 0.40
C -0.62 0.28 -0.11
C 0.28 -0.22 -0.22
C 0.05 0.20 -0.06
H 0.08 -0.05 0.20
H -0.13 0.44 -0.05
H -0.13 -0.04 -0.11
H 0.32 -0.01 -0.05
H -0.06 -0.20 0.19
H -0.09 0.43 0.00
C -0.38 0.21 -0.07
C -0.65 -0.32 -0.53
C 0.00 -0.30 0.09
C 0.48 0.25 0.12
H 0.00 0.10 0.20
H -0.09 0.01 0.00
H -0.02 -0.44 -0.17
H 0.28 0.19 0.15
H -0.12 -0.31 -0.16
H -0.06 0.04 0.07
O 0.15 -1.16 0.08
H 0.01 0.22 -0.19
H 0.00 0.16 0.11
O 0.35 0.90 -0.27
H 0.05 -0.29 0.06
H -0.03 -0.10 -0.08
C 0.10 0.36 0.65
C 0.11 -0.41 0.46
C 1.08 0.76 -1.78
H 0.42 -0.03 -0.34
H 0.13 0.17 0.22
C -2.72 -0.33 1.61
C 1.05 -0.60 -1.86
H -0.23 -1.78 -0.67
C -0.78 0.13 0.54
C 0.23 -0.12 0.04
C 0.14 0.22 -0.56
C -0.76 -0.12 0.52
H -0.05 0.03 0.44
C 0.14 -0.21 -0.56
H 0.00 -0.24 -0.02
H 0.17 0.03 -0.08
H -0.18 0.21 -0.08
H 0.13 0.00 -0.14
H 0.00 0.25 -0.05
H -0.17 -0.15 -0.05
H 0.10 -0.18 0.33
H 0.23 -0.12 -0.45
Cl 0.09 1.93 1.04

***

No. 4
The following is a DFT calculation (ωB97M-V/def2-TZVPD) of 14 unconnected molecules or ions with the total composition C20H28Cl39F2NO3S in a non-equilibrium geometry.

## Properties
Calculated total energy   -19604.6622 Ha
HOMO-LUMO gap   10.7 eV

CARTESIAN COORDINATES (ANGSTROEM)
C (4.639, 4.339, -0.216)
C (4.490, 3.947, -1.696)
C (4.882, 2.504, -1.963)
O (3.991, 1.533, -1.420)
C (2.683, 1.574, -1.887)
N (1.771, 1.911, -0.757)
C (0.377, 1.942, -1.133)
F (0.002, 0.741, -1.743)
C (0.038, 3.089, -2.089)
C (0.676, 4.442, -1.701)
S (2.047, 1.020, 0.620)
O (0.815, 0.709, 1.256)
O (3.013, 1.684, 1.414)
F (2.633, -0.343, 0.134)
H (4.145, 5.299, -0.061)
H (4.227, 3.578, 0.444)
H (5.697, 4.494, -0.009)
H (5.184, 4.564, -2.274)
H (3.493, 4.187, -2.065)
H (5.836, 2.330, -1.463)
H (5.069, 2.330, -3.028)
H (2.422, 0.591, -2.286)
H (2.516, 2.301, -2.683)
H (-0.259, 2.045, -0.258)
H (0.269, 2.805, -3.115)
H (-1.043, 3.190, -2.015)
H (-0.118, 5.161, -1.506)
H (1.266, 4.830, -2.528)
H (1.273, 4.382, -0.794)
C (1.850, 2.301, 4.699)
Cl (1.120, 0.978, 5.603)
Cl (0.754, 3.678, 4.564)
Cl (3.377, 2.797, 5.440)
H (2.061, 1.947, 3.697)
C (0.975, -2.279, -4.113)
Cl (1.542, -3.781, -4.837)
Cl (1.164, -2.316, -2.360)
Cl (1.809, -0.890, -4.818)
H (-0.082, -2.176, -4.327)
C (-3.544, -1.216, -1.619)
Cl (-4.073, -0.182, -2.949)
Cl (-4.415, -2.753, -1.642)
Cl (-1.809, -1.494, -1.690)
H (-3.773, -0.712, -0.689)
C (-8.180, -3.411, -2.966)
Cl (-8.891, -2.254, -4.093)
Cl (-9.378, -3.980, -1.810)
Cl (-7.426, -4.754, -3.841)
H (-7.398, -2.903, -2.414)
C (0.472, -2.890, 6.737)
Cl (0.077, -1.334, 7.471)
Cl (2.119, -2.892, 6.114)
Cl (0.226, -4.209, 7.889)
H (-0.199, -3.040, 5.903)
C (4.544, -1.609, 2.724)
Cl (4.230, -0.108, 3.585)
Cl (6.194, -1.624, 2.102)
Cl (4.238, -2.991, 3.780)
H (3.870, -1.676, 1.881)
C (-5.399, -7.726, -1.629)
Cl (-4.454, -8.943, -2.497)
Cl (-5.349, -8.013, 0.108)
Cl (-4.829, -6.096, -2.008)
H (-6.425, -7.809, -1.955)
C (-8.333, -2.812, 1.874)
Cl (-9.913, -3.459, 1.418)
Cl (-7.749, -3.587, 3.345)
Cl (-7.156, -3.007, 0.572)
H (-8.450, -1.756, 2.073)
C (2.034, 7.816, 4.513)
Cl (2.267, 8.042, 2.777)
Cl (2.897, 6.387, 5.073)
Cl (2.540, 9.254, 5.405)
H (0.978, 7.666, 4.694)
C (8.093, 2.199, 2.358)
Cl (7.290, 1.636, 0.892)
Cl (9.100, 3.609, 2.020)
Cl (6.914, 2.557, 3.617)
H (8.736, 1.405, 2.714)
C (3.183, 9.425, -1.338)
Cl (2.070, 8.483, -0.345)
Cl (4.801, 9.414, -0.642)
Cl (3.206, 8.821, -2.997)
H (2.831, 10.448, -1.358)
C (-1.242, -8.127, -4.491)
Cl (-1.176, -7.521, -6.148)
Cl (-0.064, -9.417, -4.248)
Cl (-0.994, -6.821, -3.336)
H (-2.229, -8.536, -4.322)
C (-9.403, -7.729, 0.326)
Cl (-8.916, -7.546, 2.010)
Cl (-8.381, -6.751, -0.727)
Cl (-9.366, -9.425, -0.161)
H (-10.420, -7.373, 0.228)

Forces on the atoms, in the same order (eV/Å):
C -0.04 0.17 -0.69
C 0.29 0.12 0.30
C 0.37 0.40 0.10
O -0.11 0.08 -0.23
C 0.27 -0.29 -0.04
N -0.13 -1.18 -0.14
C -0.50 0.58 -0.52
F 0.20 0.18 0.02
C 0.16 0.08 0.40
C -0.56 -0.13 -0.14
S -0.65 1.22 1.27
O -0.27 -0.28 -0.36
O 0.66 -0.24 -0.39
F 0.15 0.18 -0.31
H -0.08 -0.04 0.24
H -0.01 0.08 0.11
H 0.01 -0.17 0.25
H -0.09 0.02 -0.13
H -0.07 -0.14 -0.04
H -0.05 -0.16 0.03
H -0.33 -0.13 -0.05
H -0.03 -0.02 0.11
H 0.03 0.21 0.13
H 0.34 -0.12 0.25
H 0.07 -0.07 0.01
H -0.06 -0.14 -0.25
H 0.08 0.12 -0.03
H 0.19 0.07 0.13
H 0.20 -0.05 -0.07
C 0.01 -0.04 -0.08
Cl 0.06 0.17 -0.09
Cl -0.12 -0.11 -0.02
Cl 0.02 -0.02 -0.02
H 0.05 0.02 -0.03
C -0.05 -0.10 -0.01
Cl -0.03 0.02 0.01
Cl 0.24 -0.01 -0.01
Cl 0.00 0.04 0.03
H 0.00 0.02 0.01
C 0.09 -0.03 -0.09
Cl -0.02 0.02 0.03
Cl -0.09 -0.04 0.02
Cl -0.29 -0.08 0.03
H -0.02 -0.02 0.01
C -0.01 0.01 -0.08
Cl 0.04 0.00 0.00
Cl -0.09 0.30 -0.45
Cl -0.17 0.10 0.05
H 0.00 0.01 0.01
C 0.07 -0.04 0.07
Cl -0.08 -0.13 0.13
Cl -0.20 0.06 0.11
Cl -0.02 0.05 -0.05
H -0.02 -0.03 0.01
C 0.04 0.09 0.15
Cl 0.05 -0.06 0.13
Cl 0.00 -0.11 -0.02
Cl 0.20 -0.10 -0.24
H -0.02 0.00 -0.02
C 0.21 0.05 0.11
Cl 0.00 -0.01 0.00
Cl 0.10 -0.07 -0.05
Cl 0.08 -0.17 0.04
H -0.02 -0.03 -0.04
C -0.03 -0.19 0.00
Cl 0.02 0.06 0.15
Cl -0.01 0.03 0.01
Cl 0.08 0.09 0.10
H 0.00 0.01 -0.03
C 0.12 -0.05 -0.01
Cl -0.02 0.01 0.16
Cl 0.04 0.09 0.03
Cl -0.03 0.00 -0.01
H 0.00 0.01 0.00
C -0.08 0.05 0.03
Cl 0.01 0.00 -0.01
Cl 0.02 -0.01 -0.01
Cl 0.00 0.00 -0.02
H 0.00 -0.01 0.00
C 0.07 -0.06 0.00
Cl -0.05 0.00 -0.17
Cl -0.02 0.00 0.00
Cl -0.01 0.01 0.00
H -0.01 0.00 0.00
C 0.03 0.03 0.00
Cl -0.01 0.00 0.00
Cl -0.02 -0.01 0.01
Cl -0.01 0.03 0.02
H -0.01 0.01 0.00
C 0.14 -0.10 0.07
Cl -0.02 0.02 -0.01
Cl -0.23 -0.12 0.13
Cl -0.01 0.02 -0.01
H 0.00 0.00 -0.01